1.
The following is a quantum chemistry calculation of a cluster of 2 separate species, C3H8O2S2 in total in a non-equilibrium geometry, from the OMol25 dataset.

Geometry (Å):
C (-0.142, -1.031, -1.019)
C (0.612, -2.352, -0.837)
O (1.851, -2.436, -1.060)
C (-1.143, -0.745, 0.181)
S (-1.922, 0.933, 0.137)
S (-0.329, 1.851, 1.121)
H (0.424, -0.145, -1.200)
H (-0.903, -1.210, -1.841)
H (0.039, -3.285, -0.295)
H (-2.032, -1.561, -0.031)
H (-0.726, -0.824, 1.166)
H (-1.015, 2.915, 1.458)
H (2.841, -0.566, -0.138)
H (3.567, 0.713, 0.534)
O (2.881, 0.459, -0.155)

The net charge is 0. The highest occupied orbital energy comes out at -8.40 eV. Its SMILES is O=CCCSS.O. The frontier orbital gap is 0.318 Ha.

Charges in e, computed with Löwdin, in the same order as the atoms: -0.225, -0.209, -0.018, -0.593, 0.414, 0.352, 0.078, 0.127, 0.166, 0.129, 0.028, -0.223, 0.052, 0.062, -0.138

---

2.
The following is a quantum chemistry calculation of a cluster of 2 separate species, C9H14N5 in total in a non-equilibrium geometry, from the OMol25 dataset.

Geometry (Å):
C (-2.003, -1.082, -0.615)
C (-2.722, -1.466, 0.504)
C (-0.700, -0.871, 1.206)
C (-0.649, -0.848, -0.209)
C (2.728, -0.726, -0.012)
C (1.202, -0.057, -3.197)
C (0.685, 2.923, -0.333)
C (-2.300, -1.562, 2.896)
C (0.491, -0.552, -0.961)
N (1.557, -0.296, -0.133)
N (0.760, -0.684, -2.202)
N (-1.920, -1.258, 1.618)
N (0.225, 1.941, -1.035)
N (1.915, 2.824, 0.341)
H (-2.316, -1.378, -1.598)
H (-3.763, -1.492, 0.668)
H (0.066, -0.978, 1.924)
H (3.428, 0.000, 0.380)
H (3.272, -1.577, -0.470)
H (1.200, 1.026, -3.046)
H (1.701, -0.536, -4.119)
H (0.233, 3.927, -0.522)
H (-2.897, -0.826, 3.330)
H (-2.832, -2.503, 2.862)
H (-1.392, -1.692, 3.568)
H (-0.485, 2.251, -1.678)
H (2.331, 3.679, 0.591)
H (2.185, 1.813, 0.242)

The net charge is +1. The highest occupied orbital energy comes out at -12.06 eV. The frontier orbital gap is 0.306 Ha.

Charges in e, computed with Löwdin, in the same order as the atoms: 0.009, -0.025, 0.022, -0.162, 0.061, 0.108, -0.277, -0.036, -0.329, 0.058, 0.140, -0.162, 0.045, 0.095, 0.111, 0.121, 0.127, 0.082, 0.113, 0.085, 0.138, 0.133, 0.085, 0.110, 0.133, 0.059, 0.075, 0.080

---

3.
The following is a quantum chemistry calculation of an isolated molecule of C4H12NO2P in a non-equilibrium geometry, from the OMol25 dataset.

Geometry (Å):
C (0.782, 1.542, 1.279)
C (-0.634, -0.832, -1.591)
C (0.165, 1.097, -0.089)
C (0.054, -0.361, -0.202)
N (1.429, -1.075, -0.211)
O (-0.669, -2.739, 1.046)
O (-0.467, -0.998, 2.548)
P (-0.843, -1.221, 1.215)
H (0.702, 2.625, 1.383)
H (0.490, 1.105, 2.246)
H (1.822, 1.320, 1.139)
H (-0.504, 0.051, -2.354)
H (-0.019, -1.700, -1.979)
H (-1.598, -1.258, -1.466)
H (-0.798, 1.551, -0.068)
H (0.726, 1.578, -1.011)
H (1.753, -0.997, 0.801)
H (2.049, -0.550, -0.792)
H (-0.332, -3.093, 0.171)
H (-2.149, -0.897, 1.029)

The net charge is 0. The highest occupied orbital energy comes out at -10.14 eV. Its SMILES is CC[C@@](C)(N)[P@H](=O)O. The frontier orbital gap is 0.399 Ha.

Charges in e, computed with Löwdin, in the same order as the atoms: -0.102, -0.064, -0.262, -0.601, 0.016, -0.148, -0.292, 0.488, 0.069, 0.066, 0.050, 0.109, 0.078, 0.033, 0.092, 0.156, 0.094, 0.058, 0.117, 0.043

---

4.
The following is a quantum chemistry calculation of an isolated molecule of C6H6O2S3 in a non-equilibrium geometry, from the OMol25 dataset.

Geometry (Å):
C (2.962, -0.697, -0.231)
C (0.614, 0.074, 0.030)
C (-0.815, -0.373, -0.196)
C (-1.762, 0.565, -0.110)
C (-1.520, 1.996, 0.087)
C (-1.141, -1.817, -0.094)
H (3.384, -1.780, -0.365)
H (3.421, 0.138, -0.910)
H (3.152, -0.347, 0.910)
H (-2.575, 2.632, 0.421)
H (-0.701, 2.177, 0.948)
H (-1.053, 2.366, -1.023)
O (1.549, -0.773, -0.499)
O (1.040, 1.015, 0.725)
S (-3.457, -0.005, 0.014)
S (-2.921, -2.054, -0.067)
S (-0.176, -3.117, 0.358)

The net charge is 0. The highest occupied orbital energy comes out at -8.49 eV. Its SMILES is COC(=O)c1c(C)ssc1=S. The frontier orbital gap is 0.280 Ha.

Charges in e, computed with Löwdin, in the same order as the atoms: -0.066, -0.399, -0.281, -0.641, -0.132, -1.048, 0.116, 0.115, 0.128, 0.140, 0.123, 0.165, -0.144, 0.051, 0.649, 0.592, 0.633

---

5.
The following is a quantum chemistry calculation of a cluster of 7 separate species, C36H82N4O7 in total in a non-equilibrium geometry, from the OMol25 dataset.

Geometry (Å):
O (0.062, 2.199, 0.684)
H (-0.805, 2.595, 0.597)
H (0.268, 2.276, 1.616)
O (3.053, 3.821, 2.384)
H (2.351, 3.381, 2.864)
H (2.605, 4.286, 1.677)
O (-2.298, 4.916, 0.059)
H (-3.212, 4.998, 0.334)
H (-2.080, 5.773, -0.307)
C (2.130, -2.879, 1.436)
C (0.931, -2.573, 2.395)
C (-0.020, -3.888, 2.288)
C (0.529, -5.079, 3.135)
C (0.947, -4.737, 4.635)
C (1.704, -3.436, 4.845)
N (1.291, -2.316, 3.855)
O (1.877, -1.154, 4.096)
C (1.502, -3.171, 6.384)
C (3.221, -3.860, 4.623)
C (0.116, -1.444, 1.764)
H (2.288, -3.935, 1.214)
H (2.997, -2.295, 1.745)
H (1.845, -2.487, 0.459)
H (-1.008, -3.668, 2.693)
H (-0.041, -4.150, 1.230)
H (1.326, -5.606, 2.611)
H (-0.315, -5.769, 3.135)
H (1.455, -5.582, 5.101)
H (-0.003, -4.729, 5.169)
H (1.703, -4.026, 7.029)
H (2.141, -2.397, 6.810)
H (0.459, -3.061, 6.681)
H (3.412, -4.003, 3.559)
H (3.856, -3.004, 4.849)
H (3.488, -4.704, 5.259)
H (-0.787, -1.236, 2.338)
H (-0.224, -1.773, 0.782)
H (0.753, -0.560, 1.780)
H (1.094, -0.687, 4.397)
C (3.844, 0.690, -2.530)
C (4.225, 0.545, -1.027)
C (4.247, -1.011, -0.544)
C (5.505, -1.696, -0.917)
C (6.771, -1.010, -0.685)
C (6.877, 0.389, -1.187)
N (5.623, 1.128, -0.975)
O (5.690, 2.487, -1.236)
C (8.018, 1.098, -0.393)
C (7.393, 0.326, -2.656)
C (3.283, 1.315, -0.151)
H (3.717, 1.639, -3.051)
H (2.847, 0.279, -2.688)
H (4.536, 0.214, -3.225)
H (4.112, -0.917, 0.533)
H (3.564, -1.692, -1.052)
H (5.497, -1.921, -1.984)
H (5.503, -2.616, -0.333)
H (7.436, -1.683, -1.226)
H (7.068, -1.056, 0.362)
H (9.046, 0.753, -0.502)
H (8.220, 2.072, -0.837)
H (7.727, 1.078, 0.657)
H (7.431, 1.344, -3.045)
H (8.397, -0.098, -2.661)
H (6.776, -0.116, -3.438)
H (3.754, 1.549, 0.804)
H (2.335, 0.780, -0.109)
H (3.070, 2.271, -0.630)
H (5.292, 2.551, -2.108)
C (-5.419, 0.424, 2.575)
C (-4.786, 1.703, 1.876)
C (-4.300, 1.354, 0.440)
C (-5.347, 1.325, -0.619)
C (-5.939, 2.751, -0.611)
C (-6.563, 3.164, 0.712)
N (-5.544, 2.957, 1.860)
O (-5.911, 3.378, 3.144)
C (-6.801, 4.688, 0.625)
C (-7.857, 2.422, 1.046)
C (-3.398, 2.147, 2.513)
H (-6.368, 0.101, 2.148)
H (-5.567, 0.775, 3.596)
H (-4.765, -0.444, 2.492)
H (-3.514, 2.072, 0.206)
H (-3.804, 0.383, 0.438)
H (-6.123, 0.571, -0.479)
H (-4.869, 1.278, -1.597)
H (-6.740, 2.981, -1.313)
H (-5.250, 3.531, -0.935)
H (-7.212, 5.109, 1.543)
H (-5.921, 5.183, 0.213)
H (-7.605, 4.838, -0.096)
H (-7.897, 1.349, 0.863)
H (-8.033, 2.694, 2.087)
H (-8.567, 2.934, 0.397)
H (-3.100, 3.082, 2.038)
H (-2.651, 1.357, 2.435)
H (-3.668, 2.408, 3.537)
H (-6.463, 2.631, 3.385)
C (0.489, -1.365, -5.076)
C (-1.086, -1.361, -4.737)
C (-1.278, -2.351, -3.551)
C (-1.129, -1.733, -2.150)
C (-1.909, -0.449, -2.079)
C (-1.482, 0.632, -3.163)
N (-1.596, -0.036, -4.515)
O (-1.287, 0.820, -5.575)
C (-2.615, 1.782, -2.997)
C (-0.033, 1.144, -2.932)
C (-1.821, -1.878, -5.859)
H (0.784, -2.291, -5.568)
H (0.734, -0.647, -5.858)
H (1.018, -1.128, -4.153)
H (-2.307, -2.699, -3.648)
H (-0.675, -3.259, -3.528)
H (-1.350, -2.374, -1.297)
H (-0.109, -1.496, -1.846)
H (-1.721, -0.126, -1.055)
H (-2.985, -0.588, -2.183)
H (-2.351, 2.680, -3.555)
H (-2.701, 1.980, -1.928)
H (-3.614, 1.631, -3.407)
H (0.002, 1.575, -1.932)
H (0.153, 1.977, -3.610)
H (0.835, 0.498, -3.067)
H (-1.511, -2.822, -6.307)
H (-2.890, -1.800, -5.662)
H (-1.848, -1.187, -6.701)
H (-2.150, 0.995, -5.956)

The net charge is 0. The highest occupied orbital energy comes out at -7.52 eV. Its SMILES is CC1(C)CCCC(C)(C)N1O.CC1(C)CCCC(C)(C)N1O.CC1(C)CCCC(C)(C)N1O.CC1(C)CCCC(C)(C)N1O.O.O.O. The frontier orbital gap is 0.285 Ha.

These are the Löwdin partial charges, in e, on atoms 1 to 99: -0.049, 0.009, 0.027, -0.044, 0.021, 0.032, -0.046, 0.016, 0.037, -0.038, -0.430, -0.119, -0.157, -0.155, -0.420, -0.146, -0.005, -0.047, -0.029, -0.047, 0.078, 0.071, 0.059, 0.107, 0.108, 0.092, 0.095, 0.111, 0.103, 0.077, 0.075, 0.074, 0.064, 0.073, 0.079, 0.080, 0.066, 0.074, 0.112, -0.030, -0.418, -0.108, -0.232, -0.182, -0.498, -0.127, 0.004, -0.037, -0.042, -0.046, 0.079, 0.053, 0.073, 0.103, 0.114, 0.121, 0.124, 0.126, 0.125, 0.079, 0.075, 0.087, 0.073, 0.082, 0.066, 0.091, 0.076, 0.081, 0.077, 0.000, -0.460, -0.178, -0.152, -0.142, -0.489, -0.130, -0.001, -0.030, -0.017, -0.027, 0.066, 0.071, 0.081, 0.094, 0.114, 0.116, 0.081, 0.122, 0.110, 0.086, 0.076, 0.079, 0.077, 0.080, 0.084, 0.068, 0.076, 0.073, 0.070

---

6.
The following is a quantum chemistry calculation of a cluster of 8 separate species, C11H28ClO15 in total in a non-equilibrium geometry, from the OMol25 dataset.

Geometry (Å):
Cl (1.701, -1.353, -2.011)
O (2.924, -2.099, -2.245)
O (1.806, -0.126, -2.688)
O (0.595, -2.081, -2.434)
O (1.646, -1.141, -0.572)
O (5.121, 3.331, -3.720)
H (4.534, 2.828, -3.155)
H (5.945, 2.845, -3.703)
O (-1.728, -5.018, 0.658)
H (-1.619, -5.130, 1.602)
H (-0.862, -4.758, 0.345)
C (-3.995, 0.071, -0.202)
C (-4.900, -0.641, -1.201)
C (-5.964, -1.500, -0.576)
O (-7.116, -1.105, -1.343)
C (-6.826, -0.115, -2.171)
O (-7.671, 0.279, -2.991)
O (-5.618, 0.355, -1.919)
H (-3.322, 0.660, -0.825)
H (-3.331, -0.580, 0.368)
H (-4.497, 0.629, 0.588)
H (-4.381, -1.178, -1.994)
H (-6.091, -1.139, 0.445)
H (-5.703, -2.558, -0.563)
C (-0.074, 1.857, 4.309)
C (0.024, 3.199, 3.515)
C (-0.995, 4.250, 3.970)
O (-0.235, 4.863, 4.985)
C (1.065, 4.795, 4.821)
O (1.836, 5.390, 5.522)
O (1.293, 3.803, 3.960)
H (0.801, 1.214, 4.216)
H (-0.870, 1.207, 3.944)
H (-0.140, 2.081, 5.374)
H (-0.048, 3.043, 2.439)
H (-1.914, 3.856, 4.406)
H (-1.289, 4.959, 3.197)
C (5.223, 1.324, 2.811)
O (5.701, 2.307, 3.761)
H (4.659, 0.522, 3.287)
H (4.705, 1.717, 1.936)
H (6.137, 0.858, 2.443)
H (4.890, 2.723, 4.062)
C (3.250, -6.650, -0.110)
O (3.001, -5.604, 0.810)
H (3.171, -6.403, -1.169)
H (4.280, -7.006, -0.087)
H (2.531, -7.415, 0.183)
H (3.175, -4.760, 0.386)
C (-0.206, 0.864, -7.326)
O (-0.131, -0.517, -7.102)
H (-0.915, 1.143, -8.105)
H (-0.551, 1.292, -6.385)
H (0.793, 1.243, -7.544)
H (0.183, -0.628, -6.201)

The net charge is -1. The highest occupied orbital energy comes out at -6.20 eV. The frontier orbital gap is 0.295 Ha.

Charges in e, computed with Löwdin, in the same order as the atoms: 0.556, -0.406, -0.373, -0.360, -0.413, -0.058, 0.032, 0.026, -0.057, 0.024, 0.032, -0.015, -0.321, -0.074, 0.074, -0.567, 0.100, 0.100, 0.091, 0.090, 0.087, 0.165, 0.128, 0.142, -0.015, -0.236, -0.095, 0.058, -0.607, 0.151, 0.074, 0.081, 0.082, 0.089, 0.151, 0.136, 0.131, -0.150, -0.130, 0.072, 0.077, 0.072, 0.058, -0.176, -0.119, 0.077, 0.065, 0.076, 0.077, -0.181, -0.121, 0.074, 0.077, 0.073, 0.078

---

7.
The following is a quantum chemistry calculation of an isolated molecule of C3H6N2O2, from the OMol25 dataset.

Geometry (Å):
C (-1.828, -0.116, -0.738)
O (-0.641, 0.526, -1.203)
C (0.536, 0.327, -0.557)
N (1.662, 0.330, -1.131)
N (0.433, 0.173, 0.827)
C (1.451, -0.302, 1.635)
O (1.351, -0.365, 2.838)
H (-1.945, -0.074, 0.348)
H (-1.849, -1.167, -1.045)
H (-2.660, 0.415, -1.200)
H (1.552, 0.372, -2.142)
H (-0.391, 0.499, 1.309)
H (2.330, -0.618, 1.057)

The net charge is 0. The highest occupied orbital energy comes out at -10.04 eV. Its SMILES is [H]/N=C(/NC=O)OC. The frontier orbital gap is 0.392 Ha.

Charges in e, computed with Löwdin, in the same order as the atoms: -0.057, -0.053, -0.508, 0.162, 0.112, -0.305, 0.042, 0.077, 0.099, 0.096, 0.067, 0.138, 0.131

---

8.
The following is a quantum chemistry calculation of a cluster of 2 separate species, C2H3Cl2P in total in a non-equilibrium geometry, from the OMol25 dataset.

Geometry (Å):
C (-1.467, 0.616, -0.434)
C (1.237, 0.179, 0.562)
P (-1.282, -0.997, -0.567)
Cl (1.470, -1.576, 0.435)
Cl (2.419, 1.095, -0.321)
H (-1.045, 1.481, 0.086)
H (1.083, 0.558, 1.683)
H (-2.414, -1.356, -1.444)

The net charge is 0. The highest occupied orbital energy (alpha / beta) comes out at -9.08 / -8.41 eV. The frontier orbital gap (alpha / beta) is 0.311 / 0.275 Ha.

Charges in e, computed with Löwdin, in the same order as the atoms: -0.367, -1.104, 0.644, 0.421, 0.511, -0.051, 0.071, -0.125

---

Number 1: E -29004.622 eV. Number 2: E -17000.630 eV. Number 3: E -19216.546 eV. Number 4: E -42917.721 eV. Number 5: E -58945.404 eV. Number 6: E -55088.954 eV. Number 7: E -10283.176 eV. Number 8: E -36450.491 eV.